18
Properties=species:S:1:pos:R:3 method="wB97M-V/def2-TZVPD" homo_lumo_gap_ev=9.9505 relative_energy_kj_mol=185.1 total_energy_ev=-20172.005
C -0.64 -0.57 2.27
N 0.31 -0.76 1.17
C 0.36 0.11 0.21
N -0.49 1.14 -0.10
S -2.20 0.85 -0.26
C 1.57 -0.12 -0.73
C 1.14 -0.56 -2.12
O 2.46 -1.08 -0.17
H -1.49 -1.25 2.21
H -1.04 0.46 2.29
H -0.12 -0.74 3.21
H -0.16 1.65 -0.89
H -2.59 1.26 0.92
H 2.14 0.82 -0.82
H 0.50 -1.45 -2.06
H 2.02 -0.78 -2.72
H 0.58 0.26 -2.62
H 2.36 -1.04 0.81